1.
Entry from OMol25: 4 unconnected molecules or ions with the total composition C35H72N3O11P3Si (the ωB97M-V functional and the def2-TZVPD basis).

LUMO level = -0.22 eV
Charge = 0
Calculated total energy = -100200.2782 eV

Geometry as XYZ:
```
125
C35H72N3O11P3Si | OMol25 | the ωB97M-V functional and the def2-TZVPD basis
C 1.15 5.89 2.13
C -0.25 5.97 1.52
C -0.97 4.61 1.50
C -1.80 4.41 0.25
N -2.40 3.06 0.19
C -2.01 2.29 -0.94
C -2.56 2.48 -2.17
C -3.65 3.49 -2.34
C -5.07 2.91 -2.18
C -5.84 3.51 -1.01
O -5.79 3.15 -3.40
C -2.11 1.69 -3.27
P -2.77 1.73 -4.97
P -1.35 3.04 -5.98
O -0.75 2.36 -7.13
O -2.12 4.38 -6.39
O -0.30 3.52 -4.86
C -1.11 0.78 -3.11
C -0.51 0.59 -1.86
N 0.51 -0.30 -1.74
C 1.04 -0.48 -0.57
C 2.20 -1.43 -0.47
C 3.54 -0.72 -0.32
O 3.77 0.20 -1.37
Si 3.97 1.82 -1.12
C 4.76 2.20 0.53
C 2.39 2.82 -1.25
C 5.11 2.40 -2.49
C 0.54 0.23 0.58
P 1.24 -0.08 2.25
C -0.03 -1.23 2.90
C 0.83 1.48 3.13
C 1.84 1.75 4.27
N -0.43 1.11 0.48
C -0.97 1.33 -0.75
H 1.89 5.61 1.39
H 1.46 6.86 2.53
H 1.19 5.18 2.96
H -0.15 6.31 0.48
H -0.85 6.71 2.04
H -1.64 4.56 2.37
H -0.25 3.80 1.59
H -1.15 4.55 -0.62
H -2.57 5.18 0.20
H -3.40 3.15 0.18
H -3.59 3.96 -3.32
H -3.52 4.29 -1.60
H -5.00 1.83 -2.02
H -6.91 3.36 -1.17
H -5.67 4.58 -0.92
H -5.57 3.04 -0.06
H -6.35 2.39 -3.58
H -3.84 2.62 -4.86
H -1.91 5.13 -5.82
H 0.53 3.74 -5.32
H -0.75 0.18 -3.94
H 2.22 -2.06 -1.35
H 2.07 -2.09 0.40
H 4.32 -1.48 -0.35
H 3.60 -0.25 0.67
H 4.05 2.00 1.34
H 5.65 1.60 0.73
H 5.00 3.26 0.57
H 2.56 3.78 -0.76
H 1.52 2.36 -0.80
H 2.18 3.03 -2.30
H 4.96 1.79 -3.39
H 4.98 3.45 -2.72
H 6.14 2.23 -2.18
H -0.06 -1.13 3.99
H -1.02 -1.01 2.50
H 0.23 -2.26 2.66
H -0.18 1.42 3.53
H 0.87 2.26 2.38
H 1.32 1.91 5.22
H 2.54 0.92 4.40
H 2.44 2.63 4.06
C 2.97 -5.72 1.98
O 3.13 -4.75 0.96
C 4.47 -4.60 0.54
C 4.72 -5.30 -0.78
O 4.60 -6.71 -0.67
C 3.38 -7.22 -1.15
H 1.91 -5.90 2.11
H 3.46 -6.66 1.71
H 3.39 -5.37 2.93
H 5.16 -4.98 1.30
H 4.67 -3.53 0.41
H 5.74 -5.08 -1.11
H 4.03 -4.91 -1.54
H 3.33 -7.15 -2.24
H 2.52 -6.68 -0.72
H 3.32 -8.26 -0.86
C -11.91 3.25 -0.93
O -12.19 2.58 -2.15
C -11.23 2.81 -3.16
C -10.28 1.65 -3.31
O -9.46 1.49 -2.16
C -9.88 0.44 -1.31
H -12.60 2.86 -0.18
H -10.89 3.07 -0.60
H -12.08 4.33 -1.03
H -10.68 3.73 -2.96
H -11.77 2.95 -4.10
H -9.62 1.85 -4.16
H -10.83 0.73 -3.51
H -9.67 -0.54 -1.76
H -10.95 0.51 -1.08
H -9.31 0.52 -0.39
C 7.28 -5.93 3.20
O 6.19 -6.69 3.68
C 6.33 -8.09 3.46
C 6.77 -8.82 4.71
O 8.08 -8.44 5.11
C 8.11 -7.53 6.18
H 7.16 -4.92 3.58
H 8.24 -6.33 3.54
H 7.27 -5.90 2.10
H 7.05 -8.27 2.65
H 5.36 -8.48 3.15
H 6.79 -9.89 4.50
H 6.06 -8.63 5.52
H 7.81 -8.01 7.12
H 7.46 -6.67 6.00
H 9.14 -7.18 6.29
```

---

2.
Entry from OMol25: 10 unconnected molecules or ions with the total composition C35H74O20S2 (the ωB97M-V functional and the def2-TZVPD basis).

LUMO level = 0.18 eV
Charge = 0
Calculated total energy = -100112.4164 eV
Energy relative to the best compared isomer or geometry (same formula, charge and spin) = 0.0 kcal/mol

Geometry as XYZ:
```
131
C35H74O20S2 | OMol25 | the ωB97M-V functional and the def2-TZVPD basis
C -0.49 -0.67 -2.13
C 0.49 -0.54 -1.01
O 0.15 -1.34 0.14
S -0.80 -0.64 1.21
C -0.32 -1.56 2.61
O -0.38 0.72 1.36
O -2.16 -0.91 0.87
H 0.00 -0.33 -3.05
H -1.43 -0.13 -2.00
H -0.82 -1.70 -2.26
H 1.52 -0.78 -1.26
H 0.51 0.50 -0.68
H -0.63 -0.98 3.48
H 0.75 -1.70 2.61
H -0.78 -2.55 2.58
C -0.14 -0.95 -7.34
C -0.15 -2.19 -6.50
O -1.51 -2.54 -6.17
S -1.86 -4.06 -5.94
C -1.68 -4.17 -4.18
O -3.24 -4.18 -6.26
O -0.87 -4.88 -6.56
H -0.37 -1.16 -8.39
H 0.83 -0.46 -7.39
H -0.83 -0.17 -7.02
H 0.38 -3.00 -7.01
H 0.38 -2.08 -5.55
H -0.69 -3.81 -3.92
H -1.79 -5.22 -3.91
H -2.52 -3.59 -3.80
C 2.36 1.28 3.97
O 1.12 1.96 3.90
C 1.16 3.29 3.71
O 2.16 3.93 3.56
O -0.06 3.81 3.69
C -1.22 3.03 3.97
H 2.32 0.61 4.83
H 3.20 1.97 4.04
H 2.46 0.68 3.06
H -1.55 2.51 3.06
H -2.00 3.72 4.27
H -1.05 2.29 4.74
C -2.49 3.37 9.02
O -1.62 2.88 8.00
C -1.64 1.56 7.81
O -2.43 0.79 8.27
O -0.62 1.25 7.01
C -0.61 -0.11 6.57
H -3.43 2.81 9.03
H -2.67 4.42 8.85
H -2.04 3.17 10.00
H 0.25 -0.23 5.92
H -1.54 -0.34 6.04
H -0.56 -0.81 7.40
C 2.43 -4.56 0.90
O 1.09 -4.14 0.98
C 0.27 -4.53 0.00
O 0.58 -5.24 -0.91
O -0.92 -4.00 0.26
C -2.05 -4.50 -0.41
H 2.72 -4.95 -0.07
H 2.66 -5.31 1.67
H 3.10 -3.72 1.12
H -2.27 -4.00 -1.36
H -2.92 -4.51 0.22
H -1.82 -5.50 -0.81
C -4.51 3.91 -1.02
C -3.29 3.63 -0.11
C -3.23 2.11 -0.09
O -4.56 1.67 -0.17
C -5.26 2.56 -1.05
H -4.27 4.29 -2.01
H -5.13 4.65 -0.51
H -3.46 4.05 0.88
H -2.37 4.07 -0.51
H -2.75 1.67 0.78
H -2.63 1.73 -0.94
H -6.28 2.66 -0.71
H -5.21 2.08 -2.03
C -0.71 2.54 -3.65
C -1.40 1.70 -4.73
C -2.46 2.67 -5.28
O -1.89 3.96 -5.10
C -1.28 3.94 -3.80
H 0.37 2.50 -3.81
H -0.86 2.12 -2.65
H -1.78 0.73 -4.42
H -0.65 1.52 -5.51
H -3.37 2.57 -4.67
H -2.75 2.51 -6.31
H -2.04 4.17 -3.04
H -0.54 4.73 -3.77
C 2.35 -3.89 4.84
C 3.69 -3.20 4.60
C 3.27 -1.76 4.22
O 1.95 -1.60 4.75
C 1.53 -2.77 5.44
H 2.39 -4.79 5.45
H 1.87 -4.23 3.92
H 4.36 -3.71 3.93
H 4.21 -3.10 5.56
H 3.23 -1.66 3.13
H 3.91 -1.05 4.73
H 0.46 -2.91 5.27
H 1.70 -2.70 6.52
C 0.65 4.47 0.24
C 1.59 5.66 0.07
C 2.16 5.46 -1.36
O 1.77 4.16 -1.78
C 1.28 3.43 -0.67
H -0.39 4.67 0.00
H 0.59 4.18 1.29
H 2.41 5.50 0.77
H 1.16 6.65 0.22
H 3.25 5.56 -1.34
H 1.75 6.18 -2.08
H 2.10 2.92 -0.13
H 0.61 2.63 -0.99
C 4.50 -2.84 -3.73
C 3.51 -3.58 -2.83
C 2.19 -3.27 -3.51
O 2.30 -1.95 -4.00
C 3.67 -1.67 -4.30
H 4.84 -3.44 -4.57
H 5.38 -2.50 -3.19
H 3.52 -3.16 -1.83
H 3.67 -4.66 -2.80
H 1.32 -3.38 -2.86
H 1.98 -3.93 -4.36
H 3.93 -0.70 -3.88
H 3.75 -1.62 -5.38
```

---

3.
Entry from OMol25: a molecular structure, C35H75F6MgNO14S5 (the ωB97M-V functional and the def2-TZVPD basis).

LUMO level = -2.08 eV
Charge = 0
Calculated total energy = -143581.6734 eV

Geometry as XYZ:
```
137
C35H75F6MgNO14S5 | OMol25 | the ωB97M-V functional and the def2-TZVPD basis
Mg 0.09 -2.62 -0.43
C -0.44 -0.03 1.75
O 0.20 0.18 0.43
O -0.75 -1.35 1.63
C 0.54 0.44 2.92
F 1.44 -0.43 3.32
F 1.24 1.57 2.73
F -0.21 0.75 3.98
C 0.14 1.56 -0.07
C 0.90 1.58 -1.40
H 0.91 2.56 -1.87
H 1.92 1.22 -1.27
H 0.35 0.97 -2.11
H 0.57 2.35 0.54
H -0.91 1.77 -0.30
H -1.35 0.58 1.76
C 3.57 -2.31 -3.74
O 4.51 -1.33 -3.20
O 2.45 -2.34 -2.86
C 3.49 -2.08 -5.31
F 3.05 -3.14 -5.85
F 2.60 -1.12 -5.60
F 4.54 -1.72 -6.05
C 5.93 -1.55 -3.22
C 6.71 -0.23 -2.84
H 7.77 -0.32 -3.08
H 6.35 0.65 -3.38
H 6.57 -0.03 -1.78
H 6.24 -1.96 -4.18
H 6.16 -2.30 -2.46
H 4.02 -3.30 -3.62
C -4.72 -4.00 3.16
C -5.46 -4.58 2.00
N -6.06 -4.96 1.09
H -5.37 -4.15 4.02
H -4.69 -2.92 2.99
H -3.73 -4.43 3.33
C 4.43 -5.52 0.66
S 3.75 -4.24 1.82
O 2.68 -3.51 1.01
C 5.19 -3.11 1.92
H 4.69 -5.07 -0.30
H 3.64 -6.27 0.59
H 5.36 -6.00 0.94
H 6.04 -3.68 2.30
H 5.06 -2.29 2.63
H 5.34 -2.55 0.99
C 1.78 3.73 -6.90
S 3.06 4.67 -5.95
O 3.67 5.71 -6.90
C 4.27 3.29 -5.77
H 1.00 4.42 -7.21
H 1.27 3.00 -6.27
H 2.27 3.30 -7.77
H 4.50 2.87 -6.76
H 3.92 2.44 -5.18
H 5.28 3.48 -5.42
C -0.29 -6.42 -3.50
S -0.59 -6.72 -1.74
O -0.60 -5.40 -1.00
C -2.34 -7.25 -1.87
H 0.76 -6.59 -3.75
H -0.60 -5.43 -3.85
H -0.84 -7.08 -4.16
H -2.94 -6.49 -2.37
H -2.84 -7.44 -0.92
H -2.38 -8.17 -2.44
C -3.64 -2.36 -4.65
S -3.55 -1.39 -3.05
O -2.24 -1.87 -2.40
C -3.39 0.36 -3.69
H -2.80 -1.91 -5.19
H -4.58 -2.10 -5.13
H -3.45 -3.42 -4.49
H -2.41 0.46 -4.17
H -3.54 1.14 -2.94
H -4.21 0.48 -4.40
C -6.22 0.31 0.69
S -7.59 1.11 -0.15
O -8.95 0.56 0.30
C -7.51 2.79 0.56
H -5.24 0.75 0.51
H -6.16 -0.76 0.45
H -6.43 0.45 1.76
H -7.47 2.67 1.65
H -8.29 3.47 0.22
H -6.57 3.24 0.23
C 2.55 1.28 8.19
C 2.10 0.13 9.08
O 2.05 0.31 10.30
C 1.75 -1.22 8.51
H 3.32 0.93 7.50
H 2.97 2.08 8.79
H 1.74 1.62 7.55
H 2.13 -1.42 7.51
H 0.67 -1.39 8.54
H 2.16 -1.97 9.18
C 5.01 5.24 -0.52
C 3.76 5.60 0.31
O 2.86 6.25 -0.16
C 3.89 5.13 1.77
H 4.93 4.26 -0.99
H 5.90 5.24 0.11
H 5.20 5.85 -1.41
H 2.88 5.38 2.10
H 4.63 5.72 2.31
H 4.16 4.07 1.76
C -4.25 5.79 -2.22
C -4.30 5.97 -3.71
O -3.42 5.60 -4.47
C -5.50 6.75 -4.30
H -4.83 6.52 -1.66
H -3.20 5.72 -1.96
H -4.65 4.79 -2.03
H -5.91 6.19 -5.14
H -5.19 7.76 -4.57
H -6.32 6.90 -3.59
C -3.09 5.03 4.72
C -2.96 4.96 3.22
O -3.60 4.16 2.54
C -1.98 5.95 2.55
H -3.26 6.03 5.13
H -2.10 4.72 5.03
H -3.86 4.31 4.98
H -1.58 6.63 3.30
H -2.42 6.53 1.74
H -1.11 5.47 2.11
C 0.43 -5.67 5.81
C -0.29 -6.79 5.09
O -0.98 -7.57 5.76
C -0.26 -6.88 3.62
H 0.17 -5.53 6.86
H 0.10 -4.78 5.27
H 1.52 -5.76 5.79
H -0.50 -5.87 3.27
H -0.95 -7.60 3.19
H 0.76 -7.02 3.27
```